(A)
# C5H6F2

The molecule C5H6F2 (wB97M-V/def2-TZVPD, the Open Molecules 2025 dataset).

Geometry (Å):
1 C -0.50 -2.18 -0.43
2 C -0.84 -0.98 -0.04
3 C -0.59 0.33 0.60
4 C 0.24 1.48 0.06
5 C -1.92 0.01 -0.01
6 F -2.94 0.00 0.85
7 F -2.29 0.68 -1.14
8 H -1.34 -2.80 -0.68
9 H 0.45 -2.37 -0.71
10 H -0.71 0.38 1.76
11 H 0.31 1.25 -0.98
12 H 1.24 1.61 0.55
13 H -0.37 2.29 0.12

2S+1: 1
SMILES: C=C1[C@@H](C)C1(F)F
Lowest unoccupied orbital energy in eV: 0.61
HOMO energy in Eh: -0.3696
Orbital gap in eV: 10.7

These are the Löwdin partial charges, in e, on atoms 1 to 6: 0.111, -0.140, -0.178, -0.039, -0.472, 0.109

(B)
# C5H6F2

The molecule C5H6F2 (wB97M-V/def2-TZVPD, the Open Molecules 2025 dataset).

Geometry (Å):
1 C -2.21 -0.96 -0.36
2 C -1.00 -0.06 0.04
3 C 0.10 -0.70 0.78
4 C 1.49 -0.92 0.34
5 F 2.09 -0.32 -0.78
6 C -0.89 1.21 -0.14
7 F 0.39 1.75 0.26
8 H -3.15 -0.27 -0.28
9 H -2.20 -1.56 -1.38
10 H -2.44 -1.65 0.40
11 H -0.08 -1.16 1.75
12 H 2.20 -1.51 0.63
13 H -1.63 1.88 -0.42

2S+1: 1
SMILES: CC(/C=C\F)=C/F
Lowest unoccupied orbital energy in eV: 0.93
HOMO energy in Eh: -0.3331
Orbital gap in eV: 10.0

These are the Löwdin partial charges, in e, on atoms 1 to 6: -0.044, -0.304, -0.013, -0.013, -0.037, -0.035

Short version: (B) is the least stable of them.